[1]
Entry from OMol25: a structure of composition C40H54GeINO5P2Ti (ωB97M-V with the def2-TZVPD basis set).

Geometry as ORCA input:
```
! wB97M-V def2-TZVPD RIJCOSX def2/J DEFGRID3
* xyz 0 1
Ti 0.100 0.162 -0.519
O -0.218 2.282 0.584
C -0.931 3.313 -0.065
C -1.386 2.849 -1.424
C -2.037 3.724 -2.265
C -2.355 3.344 -3.568
C -1.982 2.071 -3.961
C -1.354 1.235 -3.057
N -1.041 1.588 -1.779
H -0.625 2.064 1.430
H -0.261 4.173 -0.189
H -1.783 3.642 0.531
H -2.282 4.715 -1.902
H -2.863 4.020 -4.241
H -2.177 1.710 -4.962
H -1.029 0.251 -3.370
I -2.895 -1.186 -1.824
C -3.455 -2.902 -0.777
C -3.782 -3.982 -1.545
C -4.447 -5.091 -0.983
C -4.850 -5.032 0.317
C -4.521 -3.918 1.132
C -5.019 -3.858 2.455
C -4.724 -2.793 3.253
C -3.811 -1.824 2.795
C -3.258 -1.852 1.538
P -1.632 -0.894 1.387
C -2.246 0.628 2.224
C -1.757 1.172 3.407
C -2.274 2.368 3.902
C -3.295 3.021 3.233
C -3.797 2.480 2.053
C -3.267 1.307 1.547
C -0.740 -1.870 2.676
C 0.353 -1.337 3.359
C 1.095 -2.114 4.238
C 0.776 -3.448 4.434
C -0.299 -3.997 3.749
C -1.053 -3.215 2.888
C -3.716 -2.860 0.625
H -3.576 -3.966 -2.607
H -4.687 -5.944 -1.604
H -5.434 -5.832 0.756
H -5.648 -4.667 2.808
H -5.121 -2.723 4.257
H -3.476 -1.079 3.504
H -0.976 0.670 3.959
H -1.873 2.779 4.820
H -3.700 3.945 3.625
H -4.597 2.980 1.521
H -3.650 0.900 0.616
H 0.657 -0.320 3.160
H 1.936 -1.671 4.756
H 1.361 -4.057 5.111
H -0.555 -5.041 3.883
H -1.883 -3.676 2.368
C 1.075 -3.662 0.134
C 1.487 -2.848 -1.065
O 0.384 -2.005 -1.468
H 1.877 -4.350 0.407
H 0.175 -4.242 -0.079
H 0.879 -3.017 0.989
H 1.739 -3.497 -1.909
H 2.351 -2.219 -0.836
H 0.602 -1.698 -2.363
C 2.522 4.344 -3.039
C 1.626 3.155 -2.781
O 2.420 1.969 -2.842
P 1.913 0.599 -2.086
O 3.380 -0.002 -1.768
C 4.605 0.365 -2.420
C 5.392 1.344 -1.580
O 1.468 -0.277 -3.444
C 2.219 -0.361 -4.657
C 1.349 -1.006 -5.713
H 1.936 5.264 -3.022
H 3.006 4.261 -4.013
H 3.294 4.412 -2.271
H 0.824 3.097 -3.523
H 1.168 3.223 -1.791
H 4.406 0.787 -3.405
H 5.158 -0.568 -2.550
H 6.360 1.536 -2.049
H 5.563 0.947 -0.580
H 4.857 2.289 -1.490
H 3.119 -0.958 -4.480
H 2.526 0.642 -4.961
H 1.037 -2.003 -5.400
H 1.895 -1.097 -6.653
H 0.456 -0.405 -5.889
C 1.858 2.033 3.498
Ge 2.573 1.361 1.771
C 4.300 0.529 2.238
C 2.931 3.018 0.761
C 1.452 0.108 0.860
H 2.561 2.750 3.929
H 1.710 1.233 4.228
H 0.904 2.546 3.352
H 5.030 1.262 2.587
H 4.711 0.006 1.373
H 4.150 -0.209 3.030
H 3.896 3.448 1.040
H 2.152 3.754 0.969
H 2.938 2.819 -0.310
H 1.827 -0.918 1.009
*
```

Properties
LUMO energy (alpha / beta)   0.1461 / 0.1462 eV
ΔE to the lowest compared entry with this formula, charge and spin   26.37 kcal per mole
Largest force on an atom   0.57 eV/A
HOMO-LUMO gap (alpha / beta)   4.53 / 4.53 eV

***

[2]
Entry from OMol25: the molecule C5H8N2 (ωB97M-V with the def2-TZVPD basis set).

Geometry as ORCA input:
```
! wB97M-V def2-TZVPD RIJCOSX def2/J DEFGRID3
* xyz 0 1
C -1.434 -1.490 -1.240
C -0.709 -0.514 -0.357
C 0.025 0.592 -0.724
C 0.805 1.000 0.407
N 1.873 1.900 0.455
C 0.436 0.178 1.449
N -0.495 -0.733 0.978
H -2.502 -1.602 -1.014
H -1.341 -1.167 -2.281
H -0.983 -2.493 -1.193
H 0.001 1.035 -1.713
H 2.483 1.831 1.255
H 1.810 2.814 0.042
H 0.708 0.268 2.492
H -0.676 -1.612 1.436
*
```

Properties
LUMO energy   1.1164 eV
ΔE to the lowest compared entry with this formula, charge and spin   8.54 kcal per mole
Largest force on an atom   0.59 eV/A
SMILES   Cc1cc(N)c[nH]1
HOMO-LUMO gap   8.38 eV

***

[3]
Entry from OMol25: a cluster of 2 separate species, C3H9NO3P in total in a non-equilibrium geometry (ωB97M-V with the def2-TZVPD basis set).

Geometry as ORCA input:
```
! wB97M-V def2-TZVPD RIJCOSX def2/J DEFGRID3
* xyz -1 1
C 1.961 -0.640 1.131
C -0.592 0.398 -2.092
C 0.476 -0.985 1.101
N -0.293 -0.023 1.795
O -2.064 2.472 -1.107
O -2.437 0.114 -0.064
O -0.374 1.564 0.393
P -1.513 1.149 -0.640
H 2.541 -1.368 0.564
H 2.090 0.343 0.688
H 2.325 -0.612 2.156
H -1.096 0.739 -2.992
H 0.440 0.742 -2.109
H -0.623 -0.690 -2.062
H 0.140 -1.130 0.063
H 0.301 -1.944 1.622
H -1.283 -0.131 1.553
*
```

Properties
LUMO energy (alpha / beta)   3.5026 / 2.7769 eV
ΔE to the lowest compared entry with this formula, charge and spin   71.30 kcal per mole
Largest force on an atom   2.07 eV/A
HOMO-LUMO gap (alpha / beta)   8.63 / 7.64 eV

***

[4]
Entry from OMol25: a cluster of 8 separate species, C23H54BN2O12 in total (ωB97M-V with the def2-TZVPD basis set).

Geometry as ORCA input:
```
! wB97M-V def2-TZVPD RIJCOSX def2/J DEFGRID3
* xyz 1 1
C -5.864 2.424 -5.318
C -4.597 1.862 -4.690
O -4.089 0.764 -5.480
B -3.444 -0.255 -4.905
O -3.557 -1.543 -5.403
C -2.479 -0.044 -3.641
C -1.686 1.065 -3.434
C -0.861 1.194 -2.310
C -0.045 2.444 -2.217
C 1.488 2.242 -2.147
C 2.204 2.895 -0.988
O 3.469 2.235 -0.863
C 3.990 2.177 0.394
C 4.352 0.811 0.867
O 4.153 3.164 1.050
C -0.873 0.172 -1.370
C -0.130 0.232 -0.059
C -0.982 -0.314 1.084
O -2.179 -0.305 1.008
N -0.261 -0.790 2.214
C -0.785 -2.098 2.656
C -0.480 0.234 3.279
C -1.666 -0.938 -1.635
N -2.430 -1.026 -2.724
H -5.799 3.504 -5.315
H -6.045 2.024 -6.304
H -6.699 2.166 -4.682
H -4.793 1.580 -3.660
H -3.841 2.640 -4.656
H -4.297 -2.005 -4.997
H -1.682 1.851 -4.166
H -0.410 3.074 -1.407
H -0.259 3.000 -3.119
H 1.883 2.683 -3.053
H 1.718 1.185 -2.212
H 1.665 2.864 -0.046
H 2.379 3.938 -1.229
H 4.126 0.690 1.917
H 3.823 0.080 0.276
H 5.406 0.622 0.710
H 0.026 1.280 0.187
H 0.850 -0.230 -0.073
H -0.982 -2.089 3.719
H -1.710 -2.374 2.159
H -0.055 -2.873 2.459
H -1.547 0.401 3.404
H -0.016 -0.087 4.200
H -0.046 1.169 2.937
H -1.713 -1.753 -0.940
H -2.993 -1.849 -2.872
C -9.078 0.581 -2.497
O -8.563 1.025 -3.753
H -8.322 -0.051 -2.038
H -9.284 1.424 -1.834
H -9.992 -0.001 -2.630
H -9.234 1.580 -4.160
C 6.800 3.611 3.944
O 6.418 2.239 3.867
H 7.212 3.816 4.929
H 7.563 3.839 3.196
H 5.933 4.257 3.784
H 6.052 2.113 2.986
C -1.370 -4.710 -3.226
O -1.020 -3.955 -4.388
H -0.572 -5.419 -3.027
H -1.480 -4.049 -2.356
H -2.298 -5.261 -3.390
H -1.737 -3.340 -4.566
C 1.393 -0.489 7.452
O 1.830 -0.962 6.172
H 0.470 -1.010 7.694
H 2.138 -0.711 8.219
H 1.207 0.582 7.434
H 2.648 -0.502 5.969
C 4.747 -3.052 0.131
O 5.353 -1.821 -0.259
H 4.960 -3.198 1.186
H 3.661 -3.020 -0.009
H 5.156 -3.893 -0.432
H 5.172 -1.693 -1.194
C 2.807 -5.448 -4.638
O 1.889 -5.586 -3.554
H 3.339 -6.390 -4.734
H 2.282 -5.239 -5.573
H 3.531 -4.652 -4.444
H 1.421 -4.752 -3.469
C 0.899 2.688 10.393
O 1.357 2.259 9.112
H -0.022 2.152 10.604
H 1.629 2.456 11.172
H 0.693 3.761 10.401
H 2.173 2.729 8.920
*
```

Properties
LUMO energy   -4.0133 eV
ΔE to the lowest compared entry with this formula, charge and spin   0.00 kcal per mole
Largest force on an atom   0.96 eV/A
HOMO-LUMO gap   7.54 eV

***

[5]
Entry from OMol25: the molecule C26H36N6O3 in a non-equilibrium geometry (ωB97M-V with the def2-TZVPD basis set).

Geometry as ORCA input:
```
! wB97M-V def2-TZVPD RIJCOSX def2/J DEFGRID3
* xyz 0 1
C 4.742 3.871 5.092
O 3.626 4.306 4.351
C 3.084 3.529 3.365
C 2.097 4.168 2.620
C 1.426 3.541 1.591
C 1.725 2.220 1.272
C 1.061 1.493 0.202
C -0.185 1.728 -0.413
C -1.206 2.772 -0.131
N -0.447 0.831 -1.357
N 0.601 0.002 -1.406
C 0.779 -1.077 -2.224
N -0.114 -1.392 -3.200
C -0.381 -2.771 -3.554
C -1.654 -3.253 -2.849
C -2.839 -2.364 -3.236
C -4.124 -2.780 -2.522
O -5.118 -3.132 -3.123
N -4.042 -2.751 -1.176
C -5.193 -2.847 -0.311
C -5.362 -1.513 0.428
N -4.087 -1.108 1.006
C -3.957 0.330 1.126
C -3.825 -1.763 2.272
C -2.507 -0.895 -2.955
C -1.186 -0.518 -3.627
C 1.953 -1.788 -2.017
C 2.866 -1.394 -1.028
C 4.128 -2.171 -0.819
N 2.671 -0.347 -0.262
C 1.555 0.354 -0.446
C 2.718 1.576 2.010
C 3.403 2.199 3.040
O 4.386 1.559 3.765
C 4.780 0.273 3.362
H 4.513 2.990 5.694
H 4.989 4.706 5.748
H 5.595 3.653 4.446
H 1.876 5.193 2.875
H 0.696 4.097 1.028
H -1.343 2.896 0.941
H -0.903 3.728 -0.557
H -2.147 2.478 -0.589
H -0.513 -2.827 -4.640
H 0.456 -3.408 -3.276
H -1.489 -3.218 -1.770
H -1.857 -4.288 -3.129
H -3.030 -2.483 -4.308
H -3.260 -2.292 -0.728
H -5.049 -3.670 0.396
H -6.066 -3.062 -0.930
H -6.158 -1.597 1.184
H -5.661 -0.756 -0.300
H -4.095 0.787 0.147
H -2.953 0.564 1.476
H -4.683 0.769 1.827
H -2.825 -1.496 2.610
H -4.546 -1.475 3.052
H -3.869 -2.843 2.142
H -2.405 -0.709 -1.885
H -3.303 -0.254 -3.336
H -1.277 -0.630 -4.714
H -0.933 0.513 -3.394
H 2.194 -2.632 -2.638
H 3.898 -3.196 -0.531
H 4.718 -1.704 -0.037
H 4.709 -2.201 -1.739
H 2.950 0.561 1.742
H 5.119 0.263 2.321
H 3.972 -0.456 3.485
H 5.609 0.005 4.017
*
```

Properties
LUMO energy   0.5934 eV
ΔE to the lowest compared entry with this formula, charge and spin   30.61 kcal per mole
Largest force on an atom   1.05 eV/A
SMILES   COc1ccc(-c2c(C)nn3c(N4CCC(C(=O)NCCN(C)C)CC4)cc(C)nc23)cc1OC
HOMO-LUMO gap   7.65 eV

***

[6]
Entry from OMol25: a structure of composition C22H22KN3OS2 in a non-equilibrium geometry (ωB97M-V with the def2-TZVPD basis set).

Geometry as ORCA input:
```
! wB97M-V def2-TZVPD RIJCOSX def2/J DEFGRID3
* xyz -2 1
K 2.262 0.647 -0.066
C -1.015 -0.225 -1.481
C -0.486 0.921 -0.643
N -0.067 0.740 0.556
N -0.184 -0.560 1.010
C 0.471 -0.899 2.071
S 1.623 -0.127 3.039
S -0.077 -2.576 2.620
C -0.771 -2.071 4.247
C -2.072 -1.343 4.110
C -2.111 0.007 3.760
C -3.324 0.656 3.595
C -4.521 -0.021 3.795
C -4.493 -1.357 4.166
C -3.279 -2.009 4.319
C -0.436 2.263 -1.257
C -1.541 2.689 -1.992
C -1.570 3.886 -2.689
C -0.417 4.675 -2.690
C 0.694 4.287 -1.980
C 0.750 3.090 -1.190
O 1.795 2.788 -0.538
H -0.308 -1.056 -1.458
H -1.169 0.083 -2.512
H -1.951 -0.600 -1.056
H 0.005 -1.454 4.703
H -0.892 -2.993 4.816
H -1.188 0.552 3.606
H -3.333 1.698 3.299
H -5.468 0.490 3.665
H -5.421 -1.895 4.332
H -3.257 -3.058 4.597
H -2.424 2.055 -2.004
H -2.458 4.186 -3.234
H -0.395 5.594 -3.269
H 1.595 4.893 -1.990
C 3.326 0.745 -3.390
C 3.228 -0.707 -3.017
C 3.197 -1.810 -3.860
C 3.006 -2.936 -3.019
C 2.933 -2.436 -1.725
C 2.663 -3.185 -0.453
N 3.072 -1.082 -1.718
H 3.603 0.856 -4.441
H 4.066 1.267 -2.776
H 2.366 1.251 -3.239
H 3.291 -1.807 -4.940
H 2.923 -3.971 -3.329
H 2.807 -4.259 -0.596
H 1.633 -3.031 -0.111
H 3.319 -2.852 0.356
*
```

Properties
LUMO energy   4.5070 eV
ΔE to the lowest compared entry with this formula, charge and spin   14.34 kcal per mole
Largest force on an atom   2.40 eV/A
HOMO-LUMO gap   5.45 eV

***

[7]
Entry from OMol25: a structure of composition C6H13N in a non-equilibrium geometry (ωB97M-V with the def2-TZVPD basis set).

Geometry as ORCA input:
```
! wB97M-V def2-TZVPD RIJCOSX def2/J DEFGRID3
* xyz 0 1
C 2.017 -1.108 0.480
C 0.487 -1.258 0.616
C -0.274 -0.058 0.093
C -0.717 0.827 1.064
N -0.068 1.081 2.320
C -1.096 -0.027 -1.156
C -0.573 0.942 -2.241
H 2.303 -0.238 1.081
H 2.518 -2.023 0.801
H 2.296 -0.882 -0.550
H 0.178 -2.152 0.075
H 0.296 -1.421 1.679
H -1.495 1.526 0.754
H -0.601 1.789 2.815
H -0.798 0.193 2.135
H -1.149 -1.018 -1.629
H -2.137 0.251 -0.972
H 0.437 0.631 -2.517
H -0.398 1.907 -1.750
H -1.226 1.038 -3.097
*
```

Properties
LUMO energy   0.7381 eV
ΔE to the lowest compared entry with this formula, charge and spin   74.01 kcal per mole
Largest force on an atom   5.56 eV/A
HOMO-LUMO gap   8.64 eV